No. 1
C33H32OP2Ru as an isolated structure, computed with ωB97M-V/def2-TZVPD.

Net charge ... +2
DFT total energy ... -57929.7954 eV
Frontier orbital gap (spin up / spin down) ... 8.17 / 5.68 eV
Multiplicity ... 5
HOMO energy (spin up / spin down) ... -14.330 / -14.378 eV
M ... 607.6 u

Each line ends with the natural charge from an NBO analysis.
Cartesian coordinates (Å):
Ru (-0.7437, -0.8362, 0.7386)  0.327
C (-2.6521, -3.7781, 1.0990)  -0.634
C (-2.0057, -2.6520, 1.8492)  -0.149
C (-2.6728, -1.3899, 2.0024)  -0.197
C (-2.0123, -0.2996, 2.6422)  -0.222
C (-0.7283, -0.4347, 3.1463)  -0.158
C (-0.0713, -1.7834, 3.2892)  -0.622
C (-0.7623, -2.7339, 2.4095)  0.293
H (-3.2295, -4.3818, 1.8014)  0.266
H (-1.9048, -4.4187, 0.6368)  0.250
H (-3.3249, -3.4003, 0.3320)  0.246
H (-3.6795, -1.2649, 1.6255)  0.271
H (-2.5224, 0.6522, 2.7001)  0.283
H (-0.2575, 0.4069, 3.6410)  0.254
H (-0.1243, -2.0345, 4.3768)  0.315
H (1.0065, -1.7800, 3.0981)  0.292
C (0.8037, 2.1089, 0.8056)  -0.734
C (1.8997, 1.0407, 1.0303)  -0.746
P (1.4961, -0.5323, 0.1933)  1.303
C (1.8835, -0.4533, -1.5529)  -0.347
C (2.4441, 0.6856, -2.1264)  -0.212
C (2.7399, 0.6975, -3.4809)  -0.186
C (2.4761, -0.4223, -4.2560)  -0.160
C (1.9151, -1.5586, -3.6845)  -0.194
C (1.6130, -1.5764, -2.3348)  -0.191
C (2.5401, -1.8210, 0.8885)  -0.423
C (2.1228, -3.1507, 0.8563)  -0.228
C (2.9640, -4.1506, 1.3199)  -0.128
C (4.2179, -3.8246, 1.8184)  -0.178
C (4.6381, -2.5010, 1.8500)  -0.183
C (3.8057, -1.4969, 1.3826)  -0.190
P (-0.7332, 1.4000, 0.0659)  1.287
C (-0.7004, 1.7721, -1.6991)  -0.326
C (-0.4430, 3.1002, -2.0502)  -0.212
C (-0.4337, 3.4712, -3.3827)  -0.195
C (-0.6902, 2.5252, -4.3672)  -0.161
C (-0.9620, 1.2111, -4.0192)  -0.187
C (-0.9689, 0.8282, -2.6855)  -0.215
C (-2.1683, 2.2857, 0.6994)  -0.453
C (-2.0948, 3.3272, 1.6210)  -0.145
C (-3.2603, 3.9556, 2.0430)  -0.207
C (-4.4900, 3.5462, 1.5515)  -0.160
C (-4.5654, 2.5115, 0.6245)  -0.188
C (-3.4094, 1.8838, 0.1966)  -0.198
H (1.1571, 2.9070, 0.1525)  0.272
H (0.5501, 2.5692, 1.7589)  0.259
H (1.9769, 0.7883, 2.0905)  0.260
H (2.8835, 1.4030, 0.7314)  0.275
H (2.6534, 1.5662, -1.5324)  0.212
H (3.1808, 1.5778, -3.9283)  0.238
H (2.7122, -0.4129, -5.3117)  0.240
H (1.7160, -2.4308, -4.2922)  0.239
H (1.1715, -2.4620, -1.8931)  0.227
H (1.1448, -3.4092, 0.4639)  0.220
H (2.6429, -5.1830, 1.2898)  0.229
H (4.8727, -4.6051, 2.1815)  0.243
H (5.6181, -2.2516, 2.2334)  0.243
H (4.1535, -0.4717, 1.3985)  0.221
H (-0.2695, 3.8543, -1.2902)  0.217
H (-0.2374, 4.4997, -3.6537)  0.240
H (-0.6855, 2.8196, -5.4083)  0.240
H (-1.1709, 0.4775, -4.7861)  0.236
H (-1.1746, -0.1986, -2.4251)  0.245
H (-1.1460, 3.6735, 2.0072)  0.209
H (-3.2032, 4.7712, 2.7509)  0.242
H (-5.3937, 4.0404, 1.8814)  0.244
H (-5.5246, 2.2060, 0.2290)  0.242
H (-3.4672, 1.0914, -0.5435)  0.229
O (-1.1163, -1.5541, -0.8001)  -0.375


No. 2
C33H33BBrN14O2Rh as an isolated structure, computed with ωB97M-V/def2-TZVPD.

Net charge ... +2
DFT total energy ... -133425.2535 eV
Frontier orbital gap (spin up / spin down) ... 7.96 / 4.02 eV
Multiplicity ... 5
HOMO energy (spin up / spin down) ... -12.920 / -12.921 eV
M ... 851.3 u

Each line ends with the Mulliken charge.
Cartesian coordinates (Å):
Rh (0.0949, 0.1526, 1.8910)  -0.530
B (-2.0430, -0.0501, 5.0098)  -0.366
N (-1.4792, 1.3003, 4.4378)  -0.239
C (-1.7222, 2.4692, 5.0198)  -0.243
C (-1.1043, 3.4890, 4.2945)  -1.034
C (-0.4989, 2.8392, 3.2490)  -0.839
N (-0.7303, 1.5058, 3.3321)  1.745
N (-1.4162, -1.3133, 4.2988)  -0.528
C (-1.6284, -2.5451, 4.7584)  -0.253
C (-0.9762, -3.4650, 3.9437)  -1.184
C (-0.3747, -2.6922, 2.9774)  -1.017
N (-0.6268, -1.3834, 3.2037)  2.024
H (-1.7482, -0.1084, 6.1752)  -0.044
H (-3.2412, -0.0810, 4.8500)  -0.068
H (-2.3264, 2.5124, 5.9124)  0.453
H (-1.1078, 4.5433, 4.5077)  0.471
H (0.0893, 3.2436, 2.4420)  0.469
H (-2.2351, -2.6938, 5.6379)  0.454
H (-0.9515, -4.5356, 4.0464)  0.490
H (0.2019, -3.0007, 2.1236)  0.484
C (4.2865, -0.5063, -2.0735)  -1.261
N (3.3704, -0.6540, -0.9284)  0.952
C (2.4145, 0.1578, -0.5081)  -0.739
N (1.7404, -0.4275, 0.4816)  0.982
C (2.3691, -1.6350, 0.6125)  -0.793
N (3.3491, -1.8071, -0.2305)  -0.894
C (3.7406, -1.1952, -3.2973)  1.005
C (4.4473, -2.2147, -3.9160)  -0.785
C (3.9164, -2.8470, -5.0359)  -0.752
C (2.6743, -2.4816, -5.5264)  -0.944
C (1.9645, -1.4599, -4.8999)  -0.165
C (2.5052, -0.8156, -3.7990)  0.046
C (0.6373, -1.0680, -5.3774)  0.691
N (-0.0487, -1.5189, -6.3606)  -0.462
N (-1.2557, -0.8061, -6.3507)  -0.468
C (-1.1790, 0.0069, -5.3636)  0.726
O (-0.0069, -0.0934, -4.6865)  -0.198
C (-2.1508, 0.9874, -4.8762)  -0.244
C (-3.4034, 1.1084, -5.4740)  -0.975
C (-4.3020, 2.0411, -4.9853)  -0.750
C (-3.9658, 2.8462, -3.9012)  -0.791
C (-2.7171, 2.7285, -3.3103)  1.208
C (-2.3260, 3.6000, -2.1444)  -1.382
N (-2.0402, 2.8053, -0.9378)  0.837
C (-0.9139, 2.2171, -0.5611)  -0.784
N (-1.1271, 1.5395, 0.5608)  0.897
C (-2.4468, 1.7642, 0.8229)  -0.831
N (-3.0313, 2.5171, -0.0699)  -0.964
C (-1.8127, 1.8013, -3.8066)  0.160
H (5.2325, -0.9432, -1.7645)  0.459
H (4.4288, 0.5633, -2.2283)  0.276
H (2.2433, 1.1405, -0.9151)  0.637
H (2.1061, -2.3762, 1.3461)  0.578
H (5.4115, -2.5212, -3.5292)  0.413
H (4.4739, -3.6371, -5.5198)  0.420
H (2.2448, -2.9751, -6.3880)  0.560
H (1.9441, -0.0121, -3.3351)  0.532
H (-3.6543, 0.4744, -6.3140)  0.561
H (-5.2745, 2.1430, -5.4470)  0.426
H (-4.6800, 3.5671, -3.5226)  0.420
H (-3.1314, 4.2749, -1.8683)  0.420
H (-1.4369, 4.1919, -2.3606)  0.331
H (0.0148, 2.2988, -1.0997)  0.597
H (-2.9651, 1.3836, 1.6890)  0.529
H (-0.8233, 1.7090, -3.3733)  0.435
C (-2.3845, -2.5977, -0.8828)  -1.210
C (-2.1195, -1.8204, 0.3683)  0.671
N (-3.0315, -1.8454, 1.3321)  -0.193
O (-1.0575, -1.1681, 0.4537)  -0.002
H (-3.3395, -3.1173, -0.8630)  0.449
H (-1.5811, -3.3214, -1.0188)  0.285
H (-2.3592, -1.9148, -1.7315)  0.230
H (-3.8732, -2.3861, 1.2221)  0.262
H (-2.8683, -1.4000, 2.2239)  -0.064
Br (6.0041, 0.8273, 3.0685)  -0.136
C (4.2894, 0.5216, 3.7506)  -0.573
C (4.0780, 0.2664, 5.0949)  -0.044
C (2.7764, 0.0660, 5.5234)  -1.235
C (1.7432, 0.1099, 4.6085)  -0.064
N (1.9576, 0.3341, 3.3032)  0.631
C (3.2124, 0.5490, 2.8880)  -0.147
H (4.9088, 0.2322, 5.7867)  0.494
H (2.5561, -0.1234, 6.5646)  0.488
H (0.7222, -0.0330, 4.9265)  0.420
H (3.3681, 0.7624, 1.8430)  0.577


No. 3
C33H33Br2INO3Se2TaTe3 as an isolated structure, computed with ωB97M-V/def2-TZVPD.

Net charge ... +1
DFT total energy ... -344695.5808 eV
Frontier orbital gap (spin up / spin down) ... 6.07 / 6.12 eV
Multiplicity ... 2
HOMO energy (spin up / spin down) ... -10.142 / -10.185 eV
M ... 1500.0 u

Each line ends with the Mulliken charge.
Cartesian coordinates (Å):
Ta (-0.1621, 0.4610, 0.0014)  -0.239
Br (-0.5905, -0.5894, 2.6882)  0.222
C (0.6459, -1.9051, 3.0712)  -0.775
Br (2.3440, 0.2875, 0.9166)  -0.492
H (0.3025, -2.7162, 3.6882)  0.333
H (1.6249, -1.7910, 2.6387)  0.422
Se (0.1207, 4.4327, -1.8088)  -0.298
Te (-0.9235, 2.2347, -2.6009)  0.290
Te (-3.3681, 1.4994, -1.6096)  -0.103
Se (-2.3972, -0.6612, -0.7910)  -0.167
C (5.2433, 4.9434, -6.7878)  -1.635
C (4.5284, 4.5687, -5.5214)  0.437
C (4.2600, 5.5157, -4.5458)  -0.979
C (3.6188, 5.2000, -3.3521)  0.725
C (3.3767, 6.2967, -2.3587)  -1.286
C (3.2372, 3.8704, -3.1509)  0.680
Te (2.2747, 3.1401, -1.4005)  1.300
N (0.3850, 2.3485, 0.4861)  0.540
C (-0.7152, 2.5073, 1.1723)  0.168
O (-1.6031, 1.5265, 1.0223)  -0.564
C (-1.0539, 3.5609, 2.1375)  0.396
C (-0.0891, 4.0203, 3.0284)  -0.241
C (-0.4310, 4.9782, 3.9698)  -0.709
C (-1.7215, 5.4880, 4.0010)  -0.460
C (-2.6840, 5.0263, 3.1113)  -0.654
C (-2.3601, 4.0440, 2.1907)  -0.406
C (3.4954, 4.1138, 0.0294)  0.795
C (4.7726, 3.5443, 0.0695)  0.813
C (5.1641, 2.3671, -0.7869)  -1.663
C (5.7090, 4.1003, 0.9322)  -0.944
C (5.4012, 5.1766, 1.7503)  0.412
C (6.4174, 5.7561, 2.6918)  -1.613
C (4.1131, 5.6977, 1.6958)  -0.842
C (3.1396, 5.1925, 0.8466)  1.000
C (1.7865, 5.8416, 0.8225)  -1.286
C (3.4870, 2.8838, -4.1238)  0.737
C (3.0829, 1.4386, -3.9462)  -1.610
C (4.1293, 3.2565, -5.2940)  -0.951
H (5.2239, 6.0195, -6.9507)  0.378
H (4.7931, 4.4558, -7.6521)  0.392
H (6.2882, 4.6304, -6.7426)  0.313
H (4.5532, 6.5455, -4.7162)  0.421
H (3.4329, 7.2667, -2.8492)  0.458
H (4.1180, 6.2763, -1.5577)  0.381
H (2.3911, 6.2202, -1.8993)  -0.143
H (0.9125, 3.6094, 2.9814)  0.456
H (0.3054, 5.3245, 4.6831)  0.474
H (-1.9830, 6.2424, 4.7315)  0.411
H (-3.6900, 5.4221, 3.1467)  0.426
H (-3.1049, 3.6471, 1.5132)  0.372
H (4.4434, 1.5469, -0.7015)  0.105
H (6.1239, 1.9697, -0.4623)  0.480
H (5.2645, 2.6481, -1.8399)  0.332
H (6.7023, 3.6684, 0.9685)  0.380
H (7.4121, 5.3599, 2.4961)  0.375
H (6.1583, 5.5215, 3.7256)  0.333
H (6.4567, 6.8420, 2.6035)  0.373
H (3.8534, 6.5356, 2.3339)  0.494
H (1.6936, 6.5399, -0.0129)  0.296
H (1.6255, 6.4131, 1.7351)  0.516
H (0.9907, 5.1087, 0.7388)  -0.129
H (2.0038, 1.3239, -3.8108)  0.091
H (3.5685, 0.9731, -3.0837)  0.351
H (3.3630, 0.8625, -4.8267)  0.477
H (4.3205, 2.5035, -6.0504)  0.429
I (3.7453, -5.9866, -4.5733)  0.148
C (2.7778, -4.5000, -3.4851)  -0.071
C (2.5726, -3.2507, -4.0615)  -0.550
C (1.9348, -2.2634, -3.3359)  -0.333
C (1.5010, -2.5271, -2.0381)  0.051
C (1.7044, -3.7815, -1.4667)  -0.436
C (2.3445, -4.7687, -2.1916)  -0.593
C (0.8411, -1.4840, -1.2677)  1.144
O (0.3555, -1.6519, -0.1125)  -0.584
O (0.7210, -0.2841, -1.7417)  -0.103
H (2.9076, -3.0572, -5.0709)  0.410
H (1.7602, -1.2879, -3.7698)  0.449
H (1.3604, -3.9721, -0.4590)  0.476
H (2.5073, -5.7450, -1.7573)  0.398